1.
A structure of composition C38H44ClN9O4S2Sr, computed with ωB97M-V with the def2-TZVPD basis set.

Last column: Mulliken charge in e.
Element x y z (Å)
1 Sr -1.316 -0.593 0.208  1.87
2 Cl -4.021 -6.674 1.664  -0.25
3 C -4.029 -5.006 1.147  0.29
4 C -3.895 -4.691 -0.194  -0.80
5 C -3.895 -3.367 -0.597  -0.41
6 C -4.027 -2.294 0.312  1.25
7 C -3.913 -0.907 -0.078  -2.33
8 C -4.165 -2.673 1.669  -0.29
9 C -4.178 -3.992 2.080  -0.70
10 H -3.799 -5.485 -0.922  0.44
11 H -3.816 -3.145 -1.656  0.42
12 H -4.482 -0.237 0.572  0.43
13 H -4.178 -0.710 -1.118  0.38
14 H -4.287 -1.888 2.408  0.37
15 H -4.310 -4.244 3.125  0.40
16 C -1.801 -0.773 5.558  -1.22
17 C -1.993 -2.094 4.838  -0.47
18 S -1.055 -2.290 3.330  0.45
19 O -1.405 -1.061 2.499  -0.49
20 C 0.646 -2.023 3.897  -0.66
21 C 1.130 -0.585 3.827  -0.99
22 H -2.550 -0.678 6.343  0.47
23 H -1.922 0.060 4.866  0.18
24 H -0.820 -0.700 6.024  0.25
25 H -3.022 -2.221 4.493  0.30
26 H -1.755 -2.967 5.451  0.52
27 H 1.255 -2.663 3.257  0.38
28 H 0.691 -2.438 4.906  0.58
29 H 0.818 -0.107 2.898  0.01
30 H 2.220 -0.583 3.860  0.48
31 H 0.757 0.022 4.649  0.30
32 C -3.194 3.720 3.645  -0.63
33 C -3.863 2.741 2.704  -0.69
34 N -2.889 2.196 1.769  0.07
35 C -1.610 2.636 1.587  -0.10
36 N -0.799 1.890 0.885  0.46
37 C 0.530 2.430 0.618  -0.73
38 C 1.037 3.327 1.730  -0.73
39 C 0.021 4.426 1.947  -0.68
40 N -1.297 3.839 2.141  0.17
41 C -2.303 4.631 2.827  -0.71
42 H -2.581 3.192 4.380  0.23
43 H -3.946 4.297 4.184  0.41
44 H -4.660 3.247 2.148  0.37
45 H -4.322 1.915 3.251  0.32
46 H -3.071 1.264 1.434  -0.19
47 H 0.536 2.991 -0.328  0.39
48 H 1.224 1.600 0.482  -0.01
49 H 2.008 3.755 1.482  0.47
50 H 1.152 2.746 2.649  0.18
51 H 0.010 5.111 1.090  0.24
52 H 0.255 5.018 2.834  0.47
53 H -2.899 5.210 2.110  0.25
54 H -1.778 5.345 3.462  0.42
55 O 7.073 0.874 -1.306  -0.66
56 S 8.136 -0.053 -0.969  1.19
57 O 8.944 0.329 0.171  -0.68
58 O 8.861 -0.596 -2.099  -0.68
59 C 7.247 -1.510 -0.347  -0.01
60 N 7.971 -2.558 0.067  -0.48
61 C 7.299 -3.590 0.542  -0.35
62 C 5.908 -3.633 0.612  -0.62
63 C 5.261 -2.514 0.125  0.40
64 N 5.926 -1.467 -0.347  -0.23
65 C 3.777 -2.340 0.083  1.14
66 C 2.858 -3.303 0.486  -0.59
67 C 1.505 -3.014 0.426  -1.41
68 N 1.022 -1.847 -0.009  0.60
69 C 1.915 -0.945 -0.429  -0.58
70 C 3.278 -1.132 -0.397  -1.23
71 H 7.889 -4.435 0.882  0.41
72 H 5.397 -4.494 1.018  0.37
73 H 3.174 -4.272 0.843  0.39
74 H 0.775 -3.752 0.741  0.57
75 H 1.515 -0.021 -0.827  0.57
76 H 3.969 -0.372 -0.734  0.76
77 C -0.875 -1.273 -4.600  -1.02
78 C -1.216 -1.348 -3.260  -0.30
79 N -0.864 -0.420 -2.372  0.44
80 C -0.168 0.629 -2.815  -0.57
81 C 0.219 0.806 -4.135  0.00
82 C -0.144 -0.186 -5.040  0.10
83 C 1.062 1.965 -4.496  -0.96
84 C 0.933 2.818 -5.511  -0.61
85 C -0.151 2.907 -6.508  0.96
86 C 0.035 3.663 -7.659  -0.67
87 C -1.020 3.721 -8.552  -0.15
88 N -2.171 3.092 -8.336  -0.57
89 C -2.246 2.403 -7.204  -0.14
90 N -1.306 2.274 -6.277  -0.33
91 H -1.171 -2.060 -5.278  0.43
92 H -1.785 -2.189 -2.879  0.36
93 H 0.103 1.377 -2.075  0.54
94 H 0.151 -0.104 -6.076  0.55
95 H 1.919 2.118 -3.847  0.50
96 H 1.712 3.563 -5.626  0.31
97 H 0.963 4.183 -7.850  0.37
98 H -0.936 4.288 -9.473  0.39
99 H -3.186 1.899 -7.008  0.41

For the HOMO energy, the calculation gives -6.9 eV. As for the spin multiplicity: 1.

=====

2.
A structure of composition C38H45BBrCl2N8O2S4SeTi, computed with ωB97M-V with the def2-TZVPD basis set.

Last column: Mulliken spin population.
Element x y z (Å)
1 Ti 2.078 0.183 -1.146  0.91
2 C 6.929 0.344 -0.001  -0.01
3 C 6.217 1.077 1.038  0.00
4 N 4.982 0.887 1.399  0.00
5 C 4.617 1.787 2.405  0.00
6 C 5.643 2.631 2.815  0.00
7 S 7.077 2.284 1.994  0.00
8 C 3.285 1.821 3.052  0.00
9 C 3.128 1.903 4.444  0.00
10 S 1.472 2.109 4.859  0.00
11 C 1.110 2.058 3.137  0.00
12 N 2.122 1.920 2.317  0.00
13 C -0.304 2.201 2.694  0.00
14 H 6.263 -0.424 -0.433  0.01
15 H 7.823 -0.106 0.404  0.00
16 H 7.241 1.027 -0.821  0.00
17 H 5.654 3.363 3.587  0.00
18 H 3.857 1.751 5.236  0.00
19 H -0.818 2.959 3.311  0.00
20 H -0.882 1.270 2.738  0.00
21 H -0.266 2.509 1.633  0.00
22 C 3.629 4.831 -0.653  0.00
23 N 3.110 4.519 -2.008  0.00
24 C 2.587 5.413 -2.912  0.00
25 C 2.150 4.701 -3.973  0.00
26 N 2.434 3.329 -3.759  0.00
27 B 1.878 2.149 -4.730  0.00
28 N 0.357 1.809 -4.422  0.00
29 C -0.833 2.495 -4.829  0.00
30 C -1.878 1.639 -4.793  0.00
31 N -1.375 0.404 -4.391  0.00
32 C -2.099 -0.876 -4.398  0.00
33 C -0.034 0.535 -4.092  0.00
34 S 0.943 -0.547 -3.245  0.00
35 C 3.065 3.232 -2.558  -0.01
36 S 3.709 1.842 -1.852  0.01
37 H 3.474 5.917 -0.487  0.00
38 H 4.692 4.629 -0.545  0.00
39 H 3.061 4.265 0.116  0.00
40 H 2.594 6.469 -2.645  0.00
41 H 1.689 4.981 -4.909  0.00
42 H 1.919 2.556 -5.886  0.00
43 H 2.634 1.179 -4.620  0.00
44 H -0.872 3.551 -5.013  0.00
45 H -2.939 1.749 -4.997  0.00
46 H -2.270 -1.252 -3.374  0.00
47 H -1.447 -1.643 -4.942  0.00
48 H -3.056 -0.783 -4.931  0.00
49 Cl 4.868 -5.516 2.450  0.00
50 C 3.981 -4.200 1.808  -0.12
51 C 3.214 -3.407 2.705  0.30
52 C 2.589 -2.254 2.266  -0.07
53 Cl 1.698 -1.261 3.286  0.00
54 C 2.654 -1.890 0.924  0.13
55 O 2.112 -0.715 0.515  0.09
56 C 3.336 -2.693 0.019  -0.09
57 C 3.638 -2.306 -1.266  0.49
58 O 3.361 -1.131 -1.791  0.12
59 C 3.981 -3.887 0.477  0.14
60 H 3.128 -3.730 3.747  0.03
61 H 4.214 -2.964 -1.902  0.02
62 H 4.574 -4.463 -0.231  0.01
63 C -1.042 -5.124 0.927  0.00
64 C -2.465 -4.644 1.329  0.00
65 C -2.595 -3.879 2.641  0.00
66 C -1.944 -2.459 2.677  0.00
67 N -2.722 -1.437 1.973  0.00
68 C -2.533 -0.919 0.730  -0.01
69 Se -1.301 -1.519 -0.481  0.01
70 N -3.480 0.053 0.526  0.00
71 C -3.685 0.751 -0.754  0.00
72 C -5.098 0.770 -1.384  0.00
73 C -5.804 -0.584 -1.461  0.00
74 C -4.947 -1.788 -1.848  0.00
75 C -4.352 0.068 1.595  0.00
76 C -5.538 0.746 1.840  0.00
77 C -6.235 0.495 3.001  0.00
78 C -5.718 -0.373 3.960  0.00
79 C -4.558 -1.114 3.711  0.00
80 C -3.882 -0.905 2.516  0.00
81 H -1.052 -5.846 0.122  0.00
82 H -0.556 -5.568 1.804  0.00
83 H -0.428 -4.313 0.567  0.00
84 H -3.168 -5.504 1.314  0.00
85 H -2.831 -3.939 0.556  0.00
86 H -2.165 -4.468 3.469  0.00
87 H -3.654 -3.783 2.936  0.00
88 H -0.969 -2.481 2.203  0.00
89 H -1.840 -2.147 3.713  0.00
90 H -2.933 0.329 -1.424  0.00
91 H -3.488 1.830 -0.574  0.00
92 H -4.996 1.206 -2.408  0.00
93 H -5.715 1.524 -0.816  0.00
94 H -6.621 -0.410 -2.190  0.00
95 H -6.291 -0.764 -0.514  0.00
96 H -4.368 -1.564 -2.720  0.00
97 H -5.550 -2.681 -2.032  0.00
98 H -4.250 -2.066 -1.055  0.00
99 H -5.868 1.533 1.145  0.00
100 H -7.161 1.052 3.154  0.00
101 H -6.228 -0.516 4.905  0.00
102 H -4.192 -1.732 4.511  0.00
103 Br 0.521 1.946 -0.989  0.04

For the HOMO energy (alpha / beta), the calculation gives -2.4 / -4.9 eV. As for the charge: -1. As for the spin multiplicity: 3.

=====

These records have energy above the lowest of the compared OMol25 structures with the same formula, charge and spin values of 34.4; 0.0 kJ/mol, in the order they appear.
These records have total energy values of -3555.4993; -10426.7446 hartree, in the order they appear.